Entry 1:
The following is a DFT calculation (wB97M-V/def2-TZVPD) of C42H44F5N4PbSe as an isolated structure.

Positions of all 97 atoms, in Å:
Pb1 0.7361 -0.1287 -0.9098
C1 3.7475 4.3529 2.9663
C2 3.4140 4.4755 1.4735
C3 2.2486 3.6278 1.0770
C4 0.9660 4.0015 0.8619
C5 0.3670 5.3711 0.9288
C6 -0.2684 5.6756 2.2915
C7 0.2325 2.7829 0.5144
C8 -1.1627 2.7360 0.2584
C9 -1.9221 1.6326 -0.0017
C10 -3.3771 1.6130 -0.1376
C11 -4.2543 2.8212 -0.0806
C12 -4.5812 3.2370 1.3615
C13 -3.7314 0.3118 -0.2754
C14 -2.4928 -0.4607 -0.2395
C15 -2.4217 -1.8778 -0.3070
C16 -1.3042 -2.6563 -0.2037
N1 -0.0122 -2.1826 -0.0673
C17 0.7760 -3.2469 0.1024
C18 2.1794 -3.1991 0.3221
C19 2.9569 -2.0949 0.5155
N2 2.4886 -0.7934 0.4963
C20 3.5107 -0.0046 0.8255
C21 3.4227 1.4076 0.9586
C22 2.3049 2.1832 0.8474
N3 1.0452 1.7246 0.5049
C23 4.7213 -0.7938 1.0512
C24 4.3782 -2.0890 0.8576
C25 5.2628 -3.2933 0.8853
C26 5.7824 -3.6390 -0.5161
C27 6.0414 -0.2319 1.4751
C28 6.0670 0.1202 2.9687
C29 -0.0035 -4.4837 0.0528
C30 -1.2911 -4.1184 -0.1486
C31 -2.4983 -4.9914 -0.2787
C32 -3.1983 -5.2253 1.0670
C33 0.5552 -5.8604 0.2354
C34 0.8962 -6.1671 1.7007
N4 -1.4366 0.3424 -0.1062
C35 -5.0988 -0.2688 -0.4404
C36 -5.7083 -0.7430 0.8852
H1 4.6171 4.9606 3.2147
H2 3.9622 3.3184 3.2409
H3 2.9099 4.6905 3.5778
H4 4.2870 4.1969 0.8780
H5 3.1941 5.5176 1.2385
H6 -0.3840 5.4759 0.1430
H7 1.1408 6.1099 0.7167
H8 -1.0670 4.9675 2.5226
H9 -0.6871 6.6815 2.3029
H10 0.4751 5.6073 3.0871
H11 -1.6883 3.6808 0.3195
H12 -5.1832 2.6172 -0.6155
H13 -3.7673 3.6497 -0.5999
H14 -5.0836 2.4279 1.8925
H15 -5.2350 4.1094 1.3684
H16 -3.6736 3.4855 1.9153
H17 -3.3677 -2.3975 -0.3899
H18 2.6745 -4.1587 0.4021
H19 4.3407 1.9172 1.2237
H20 4.7210 -4.1478 1.2966
H21 6.1054 -3.1079 1.5521
H22 4.9558 -3.7827 -1.2143
H23 6.3750 -4.5530 -0.4933
H24 6.4091 -2.8337 -0.9016
H25 6.2694 0.6575 0.8822
H26 6.8279 -0.9564 1.2605
H27 5.2945 0.8511 3.2173
H28 7.0339 0.5377 3.2496
H29 5.8877 -0.7693 3.5743
H30 -2.2031 -5.9505 -0.7059
H31 -3.1981 -4.5397 -0.9845
H32 -2.5225 -5.7116 1.7723
H33 -4.0746 -5.8610 0.9408
H34 -3.5188 -4.2812 1.5119
H35 1.4464 -5.9810 -0.3860
H36 -0.1740 -6.5896 -0.1195
H37 1.6423 -5.4732 2.0923
H38 1.2869 -7.1794 1.8017
H39 0.0069 -6.0788 2.3264
H40 -5.0581 -1.1063 -1.1411
H41 -5.7520 0.4794 -0.8917
H42 -5.0655 -1.4765 1.3763
H43 -6.6824 -1.2012 0.7147
H44 -5.8424 0.0939 1.5713
F1 -4.4317 2.6211 -8.2999
C37 -3.7739 2.2523 -7.2152
C38 -3.5029 3.1855 -6.2258
F2 -3.9069 4.4424 -6.3785
C39 -2.8217 2.7928 -5.0948
F3 -2.5859 3.7100 -4.1660
C40 -2.3995 1.4671 -4.9144
Se1 -1.5711 0.9304 -3.3292
C41 -2.6818 0.5544 -5.9401
F4 -2.3043 -0.7123 -5.8366
C42 -3.3613 0.9359 -7.0763
F5 -3.6317 0.0579 -8.0363

Computed properties:
Multiplicity ... 1
Total charge ... +1
LUMO level (spin up / spin down) ... -5.24 / -4.64 eV

Entry 2:
The following is a DFT calculation (wB97M-V/def2-TZVPD) of C42H44MnN3P2S2Si as an isolated structure.

Positions of all 95 atoms, in Å:
Mn1 -0.0660 -0.2241 0.4080
S1 -2.4090 -0.4095 0.6600
P1 -1.7362 -0.5156 2.5679
C1 -0.1265 0.1200 2.3597
P2 1.5374 -0.2958 2.6731
S2 2.2602 -0.4198 0.7772
C2 2.1619 -1.7144 3.6259
C3 1.5598 -2.0162 4.8400
C4 2.0566 -3.0483 5.6142
C5 3.1845 -3.7414 5.2031
C6 3.7908 -3.4286 3.9968
C7 3.2735 -2.4289 3.1926
C8 2.3163 1.1339 3.4711
C9 1.5716 2.2819 3.7031
C10 2.1810 3.3774 4.2826
C11 3.5236 3.3270 4.6181
C12 4.2727 2.1907 4.3506
C13 3.6717 1.0872 3.7769
C14 -2.6820 0.6839 3.5509
C15 -2.0569 1.4702 4.5099
C16 -2.7854 2.4321 5.1846
C17 -4.1320 2.6027 4.9071
C18 -4.7552 1.8143 3.9515
C19 -4.0329 0.8529 3.2690
C20 -2.1546 -2.1419 3.2791
C21 -1.9301 -2.2886 4.6431
C22 -2.2861 -3.4637 5.2757
C23 -2.8639 -4.4934 4.5440
C24 -3.0761 -4.3495 3.1813
C25 -2.7294 -3.1708 2.5417
H1 0.7035 -1.4407 5.1616
H2 1.5584 -3.3208 6.5319
H3 3.5821 -4.5301 5.8231
H4 4.6663 -3.9697 3.6739
H5 3.7268 -2.2044 2.2370
H6 0.5267 2.3024 3.4261
H7 1.6129 4.2744 4.4680
H8 3.9936 4.1760 5.0877
H9 5.3252 2.1684 4.5870
H10 4.2403 0.1924 3.5605
H11 -1.0053 1.3291 4.7189
H12 -2.3049 3.0429 5.9335
H13 -4.6921 3.3693 5.4205
H14 -5.8066 1.9479 3.7458
H15 -4.5000 0.2422 2.5066
H16 -1.4963 -1.4646 5.1928
H17 -2.1211 -3.5752 6.3368
H18 -3.1665 -5.4001 5.0492
H19 -3.5290 -5.1537 2.6170
H20 -2.9327 -3.0419 1.4866
C26 3.8077 3.3161 -2.4456
C27 3.1094 2.1733 -2.7995
C28 2.0294 1.7689 -2.0394
C29 1.6180 2.5046 -0.9306
C30 2.3537 3.6273 -0.5667
C31 3.4404 4.0325 -1.3196
Si1 0.0063 2.0735 0.0024
C32 -1.4838 2.4882 -1.1214
C33 -1.6813 1.8311 -2.3323
C34 -2.7126 2.1853 -3.1808
C35 -3.5610 3.2220 -2.8291
C36 -3.3803 3.8883 -1.6286
C37 -2.3576 3.5130 -0.7753
H21 4.6432 3.6422 -3.0429
H22 3.4084 1.6018 -3.6665
H23 1.4920 0.8646 -2.2985
H24 2.0647 4.1910 0.3075
H25 4.0022 4.9092 -1.0329
H26 -0.0742 3.0901 1.0986
H27 -0.9965 1.0462 -2.6227
H28 -2.8547 1.6614 -4.1164
H29 -4.3584 3.5120 -3.4951
H30 -4.0413 4.7010 -1.3641
H31 -2.2230 4.0318 0.1612
C38 1.2095 -4.6430 -0.8119
N1 0.3359 -3.5135 -0.5736
C39 0.2019 -3.1969 0.8217
C40 0.0481 -2.6053 -1.5485
N2 -0.0466 -1.3235 -1.3164
N3 -0.1484 -3.1332 -2.7903
C41 -0.0052 -2.3224 -3.9810
C42 -0.8882 -4.3706 -2.9449
H32 2.1466 -4.4950 -0.2680
H33 1.4467 -4.7346 -1.8649
H34 0.7462 -5.5661 -0.4567
H35 1.1553 -2.8759 1.2622
H36 -0.1456 -4.0829 1.3633
H37 -0.5602 -2.4190 0.9450
H38 -0.4222 -0.8343 -2.1322
H39 -0.9227 -1.7826 -4.2475
H40 0.2547 -2.9832 -4.8086
H41 0.8127 -1.6113 -3.8548
H42 -1.2007 -4.7449 -1.9713
H43 -0.2864 -5.1320 -3.4442
H44 -1.7833 -4.1909 -3.5475

Computed properties:
Multiplicity ... 4
Total charge ... +1
Relative energy (zero: lowest compared OMol25 entry of this formula, charge and spin) ... 0.0 kJ/mol
LUMO level (spin up / spin down) ... -3.29 / -2.09 eV
Expectation value of S² ... 4.069